Entry 1:
Formula: C5H11MnO3
Source: the OMol25 dataset
Level of theory: ωB97M-V with the def2-TZVPD basis set

XYZ file:
```
20
Properties=species:S:1:pos:R:3:forces:R:3:mulliken_spin:R:1
H -0.512 -1.287 1.827 -1.7 1.9 1.2 0.009
O -2.269 -1.787 -0.364 0.8 0.0 -0.9 0.039
C -2.820 -0.834 0.310 0.6 0.8 2.6 -0.030
C -2.067 0.273 0.726 -3.2 0.4 -1.6 0.040
O -1.121 0.525 -0.289 1.0 -0.1 0.0 0.033
C -0.113 1.522 -0.199 0.1 0.2 0.0 -0.001
C 1.210 0.828 0.025 0.3 0.7 0.8 -0.005
O 1.293 -0.267 -0.895 0.0 0.0 -0.4 0.011
C 2.618 -0.760 -1.092 0.8 -0.2 -0.1 0.006
Mn -0.432 -1.297 -0.958 -1.3 -0.8 0.4 4.883
H -3.755 -1.043 0.848 0.2 0.0 -0.4 0.000
H -2.568 1.186 1.056 0.2 -0.3 0.2 0.002
H -0.326 2.228 0.614 0.1 -0.1 -0.3 0.002
H -0.116 2.022 -1.176 0.0 0.1 0.3 0.000
H 1.293 0.438 1.051 0.0 0.1 -0.3 -0.003
H 2.034 1.531 -0.160 -0.1 -0.2 0.0 0.003
H 2.574 -1.557 -1.841 0.0 0.2 0.2 0.001
H 3.254 0.051 -1.469 -0.2 -0.2 0.1 0.003
H 3.016 -1.153 -0.146 -0.1 0.1 -0.3 -0.002
H -1.194 -0.619 2.131 2.6 -2.4 -1.6 0.009
```
Positions in Å, forces in eV/Å.

The total charge is +1. The spin multiplicity is 6. The total energy is -42815.7037 eV.



Entry 2:
Formula: C4H9N
Source: the OMol25 dataset
Level of theory: ωB97M-V with the def2-TZVPD basis set

XYZ file:
```
14
Properties=species:S:1:pos:R:3:forces:R:3:lowdin_charge:R:1
C 0.662 -0.521 1.695 -0.1 0.6 0.6 0.108
C -0.376 0.145 1.003 -0.3 1.0 -0.9 -0.600
C -0.381 1.050 2.086 0.4 -0.3 0.7 0.069
C 0.465 -0.383 -2.826 -0.3 0.6 0.5 -0.056
N -1.236 -0.216 0.150 -0.3 -1.9 -0.1 0.098
H 0.535 -1.527 2.074 0.0 0.0 -0.2 0.090
H -0.088 -0.810 -3.655 0.6 -0.6 -0.3 0.010
H 1.635 -0.039 1.721 -0.1 -0.3 0.3 0.085
H 0.471 1.500 2.565 0.1 0.6 -0.6 0.063
H -1.357 1.387 2.427 0.0 -0.7 0.7 0.087
H 0.658 0.660 -3.086 -0.2 0.0 0.3 0.013
H 1.420 -0.803 -2.511 -0.1 -0.5 -0.6 0.013
H -0.209 -0.482 -1.974 0.1 0.4 0.1 -0.027
H -2.198 0.040 0.330 0.1 1.2 -0.4 0.047
```
Positions in Å, forces in eV/Å.

The total energy is -5780.0767 eV.